C20H24ClNOP2Pm | the ωB97M-V functional and the def2-TZVPD basis

As for the multiplicity: 5. As for the expectation value of S²: 6.188. As for the total charge: +1. Its LUMO energy (alpha / beta) is -5.4 / -5.1 eV.

The geometry in XYZ format:
```
50
Properties=species:S:1:pos:R:3:forces:R:3:lowdin_spin:R:1
C 3.8216 -0.6068 -0.9112 -0.69 0.27 -0.01 0.00
C 2.5230 -0.1268 -0.9749 0.54 -0.54 0.09 0.00
C 1.4497 -1.0632 -1.1944 -0.01 -0.47 -0.09 -0.01
C 1.7354 -2.4807 -1.2923 -0.40 0.43 -0.03 0.00
C 3.0960 -2.9179 -1.2261 0.50 0.40 0.11 0.00
C 4.1097 -1.9979 -1.0496 -0.38 -0.53 -0.08 0.00
C 0.6401 -3.3524 -1.4308 -0.05 0.30 0.07 0.00
C -0.6742 -2.8506 -1.4442 0.25 0.55 0.00 0.00
C -0.8380 -1.4133 -1.3595 0.20 -0.45 -0.09 0.00
C -2.1591 -0.8382 -1.3359 -0.36 -0.79 0.07 0.00
C -3.2539 -1.6856 -1.4024 0.57 0.48 0.06 0.00
C -3.0954 -3.1003 -1.5039 0.52 -0.41 -0.01 0.00
C -1.8405 -3.6751 -1.5240 -0.60 0.24 0.03 0.00
H 4.6477 0.0927 -0.7406 -0.31 -0.26 -0.09 0.00
H 3.3155 -3.9881 -1.3050 -0.07 0.44 0.01 0.00
H 5.1510 -2.3327 -0.9972 -0.46 0.13 -0.04 0.00
H 0.8110 -4.4324 -1.5098 -0.06 0.40 0.03 0.00
H -4.2650 -1.2637 -1.3746 0.38 -0.16 -0.04 0.00
H -3.9880 -3.7323 -1.5578 0.39 0.27 0.01 0.00
H -1.7207 -4.7622 -1.5869 -0.07 0.44 0.00 0.00
N 0.2031 -0.5709 -1.2684 -0.01 -0.29 0.40 -0.02
Pm -0.2388 0.5357 2.0479 5.71 13.12 1.39 3.94
C 2.1638 1.3113 -0.7381 -0.01 0.10 -0.06 -0.01
H 1.3126 1.6011 -1.3751 0.38 -0.03 0.17 0.00
H 3.0245 1.9744 -0.9350 -0.36 -0.22 0.11 0.00
C -2.2653 0.6459 -1.1649 0.13 0.12 0.10 0.00
H -1.4685 1.1475 -1.7378 -0.36 -0.14 0.17 0.00
H -3.2514 1.0202 -1.4919 0.40 -0.10 0.22 0.00
P 1.6215 1.6301 1.0415 7.45 3.72 -3.46 -0.02
P -2.0234 1.1949 0.6314 -6.34 2.62 -5.16 0.00
C -3.6900 0.7289 1.3041 0.16 -0.33 0.56 0.00
H -3.7848 1.1228 2.3297 -0.07 -0.09 -0.36 0.00
H -4.5162 1.1165 0.6808 0.54 -0.08 0.19 0.00
H -3.7510 -0.3707 1.3567 -0.09 0.38 -0.07 0.00
C -2.2688 3.0251 0.3750 0.19 0.22 0.27 0.00
H -3.2157 3.2456 -0.1497 0.41 -0.35 0.13 0.00
H -2.2715 3.5338 1.3541 0.03 -0.26 -0.48 0.00
H -1.4284 3.4223 -0.2192 -0.34 -0.13 0.21 0.00
C 3.2164 1.3261 1.9266 -0.06 -0.16 0.22 0.00
H 4.0604 1.8627 1.4561 -0.41 -0.22 0.22 0.00
H 3.0988 1.6507 2.9729 0.16 -0.03 -0.32 0.00
H 3.4122 0.2419 1.9269 0.06 0.37 -0.03 0.00
C 1.5861 3.4903 1.0191 -0.18 0.17 0.20 0.00
H 1.3599 3.8596 2.0340 0.08 -0.20 -0.53 0.00
H 2.5522 3.9118 0.6888 -0.35 -0.39 0.00 0.00
H 0.7889 3.8338 0.3399 0.30 -0.08 0.27 0.00
C -1.2786 -0.6256 3.0717 -9.68 -13.75 10.07 0.11
O -1.8583 -1.4218 3.7026 1.64 2.86 -1.87 0.14
H 0.1034 -0.7344 1.2184 0.88 -7.23 -2.90 -0.08
Cl -0.6588 2.8182 3.3226 -0.17 -0.34 0.31 -0.04
```
Forces are in eV/Å.

---

C20H24F5NO2P2PrTe | the ωB97M-V functional and the def2-TZVPD basis

As for the multiplicity: 3. As for the expectation value of S²: 2.004. As for the total charge: +1. Its LUMO energy (alpha / beta) is -6.2 / -6.2 eV.

The geometry in XYZ format:
```
56
Properties=species:S:1:pos:R:3:forces:R:3:lowdin_spin:R:1
C -1.3724 3.4995 -2.0971 -0.76 -1.79 0.49 0.00
C -1.2110 2.1361 -1.9118 0.08 0.40 -0.14 0.00
C 0.0616 1.5237 -2.2396 0.54 0.22 -0.10 0.00
C 1.1399 2.3538 -2.7340 -0.67 -0.43 0.47 0.00
C 0.8897 3.7481 -2.9209 -0.29 -0.13 0.03 0.00
C -0.3419 4.2791 -2.6173 1.12 1.40 -0.63 0.00
C 2.3742 1.7301 -2.9426 -0.09 -0.16 -0.18 0.00
C 2.5571 0.3635 -2.7025 -0.60 -0.38 0.40 0.00
C 1.4090 -0.3820 -2.2297 0.46 0.52 -0.04 0.00
C 1.5502 -1.7842 -1.8940 0.50 0.02 -0.06 0.00
C 2.7933 -2.3835 -2.0420 -1.98 -0.03 0.42 0.00
C 3.8885 -1.6626 -2.5241 1.65 0.67 -0.62 0.00
C 3.8016 -0.3266 -2.8439 -0.26 -0.34 0.04 0.00
H -2.3440 3.9322 -1.8396 0.37 0.05 -0.18 0.00
H 1.7036 4.3518 -3.3118 -0.21 0.10 0.05 0.00
H -0.5373 5.3564 -2.7859 0.26 -0.79 0.13 0.00
H 3.2023 2.3164 -3.3250 0.06 0.03 0.07 0.00
H 2.8801 -3.4427 -1.7868 0.14 0.31 -0.12 0.00
H 4.8535 -2.1945 -2.6542 -0.73 0.49 0.11 0.00
H 4.6493 0.2431 -3.2146 0.02 -0.24 0.07 0.00
N 0.2381 0.2201 -2.0228 -0.74 -0.42 -0.05 0.00
Pr -0.0991 0.3121 1.9020 -0.04 1.15 -0.72 2.02
C -2.3144 1.2731 -1.3438 -0.74 0.52 0.55 0.00
H -2.2067 0.2288 -1.6799 -0.40 0.47 -0.13 0.00
H -3.3354 1.7152 -1.4237 0.59 -0.41 -1.01 0.00
C 0.3433 -2.5120 -1.3461 0.25 0.08 0.36 0.00
H -0.5658 -2.1095 -1.8138 0.22 -0.38 -0.05 0.00
H 0.4389 -3.6156 -1.4627 -0.18 0.73 -0.07 0.00
P -2.2184 1.1570 0.4673 1.28 -0.60 -0.24 -0.01
P 0.0936 -2.1963 0.4787 0.02 -0.98 -0.46 0.00
C 1.4127 -3.2293 1.2478 -0.15 0.23 -0.03 0.00
H 1.2801 -3.2016 2.3448 0.10 -0.22 -0.47 0.00
H 1.3456 -4.2591 0.8529 0.17 0.39 0.33 0.00
H 2.3885 -2.7743 1.0004 -0.35 -0.34 0.06 0.00
C -1.4430 -3.1701 0.8059 0.20 0.05 -0.01 0.00
H -1.2935 -4.2146 0.4757 -0.25 0.44 0.20 0.00
H -1.6669 -3.1173 1.8853 0.06 -0.17 -0.47 0.00
H -2.2803 -2.7093 0.2516 0.34 -0.32 0.18 0.00
C -2.2829 2.8181 1.2166 -0.38 -0.08 -0.32 0.00
H -3.2279 3.2209 0.8202 0.33 0.60 0.58 0.00
H -2.2854 2.7473 2.3246 -0.23 0.12 -0.60 0.00
H -1.4041 3.4077 0.8862 -0.62 -0.23 0.07 0.00
C -3.6060 0.1837 1.1098 -0.48 0.57 -0.31 0.00
H -3.5281 0.0702 2.2102 -0.17 0.16 -0.64 0.00
H -4.4790 0.7873 0.8017 -0.24 -0.80 0.46 0.00
H -3.5933 -0.8181 0.6411 -0.18 0.58 0.19 0.00
C 2.2262 -0.1715 2.3863 4.12 -0.22 1.17 0.00
O 3.2610 -0.1476 2.8603 -1.89 -0.11 -1.08 0.01
H 1.1239 0.8644 0.2193 0.29 -0.04 0.75 -0.02
F 0.2360 1.0553 4.1316 -0.61 -1.56 1.45 0.00
Te -0.6514 -0.6968 4.9996 -0.29 -0.06 -0.71 0.00
F 0.1183 -0.2310 6.7359 -1.24 -0.69 -2.95 0.00
F -2.1840 0.4004 5.2909 1.54 -0.71 0.51 0.00
F 0.9859 -1.6230 4.4890 -1.33 1.18 0.98 0.00
F -1.4477 -2.2712 5.5857 0.65 0.94 0.57 0.00
O -1.3263 -1.0512 3.2887 0.76 0.23 1.71 0.00
```
Forces are in eV/Å.

---

Q: Which relative energy (zero: lowest compared OMol25 entry of this formula, charge and spin) values were calculated for the entries above? A: 11.022 2.540, in eV.